# 1
The following is a DFT calculation (wB97M-V/def2-TZVPD) of a 3-piece molecular cluster, C20H29N2O4 overall.

Structure (XYZ):
```
55
Properties=species:S:1:pos:R:3:forces:R:3:lowdin_charge:R:1
C -2.89531 3.75957 3.26104 0.273 0.012 0.128 -0.07
C -1.62775 3.49311 3.76453 -0.111 -0.020 -0.064 -0.07
C -1.07473 2.23011 3.60877 0.066 -0.029 -0.044 -0.04
C -1.76790 1.21889 2.94943 -0.120 0.037 0.021 -0.24
C -1.13199 -0.15228 2.82221 0.157 0.366 -0.367 -0.12
C -1.30375 -0.74240 1.40584 0.054 -0.047 0.208 -0.10
C -0.58456 0.10787 0.40381 -0.497 -0.153 -0.111 -0.16
C -1.23902 0.86619 -0.58168 0.592 0.263 -0.093 0.06
C -0.44517 1.62952 -1.40359 -0.091 -0.119 0.149 0.04
C 0.95325 1.61632 -1.21747 -0.062 0.061 -0.113 -0.05
N 1.55520 0.88526 -0.31285 -0.540 0.037 -0.002 0.13
N 0.74150 0.16345 0.45182 0.057 0.084 -0.148 0.12
C -3.03110 1.50510 2.42978 0.081 -0.043 0.012 -0.05
C -3.58936 2.76522 2.58777 -0.106 0.160 0.054 -0.07
H -3.32231 4.74247 3.41057 -0.088 -0.044 -0.096 0.11
H -1.07676 4.27158 4.27680 0.003 -0.057 0.017 0.11
H -0.08821 2.01695 4.00652 -0.013 0.047 0.039 0.11
H -0.06063 -0.01433 3.00098 -0.030 -0.206 0.215 0.10
H -1.49806 -0.85518 3.56983 -0.095 -0.013 -0.057 0.13
H -0.93547 -1.77144 1.36904 0.091 0.061 -0.035 0.14
H -2.35493 -0.77293 1.12811 0.016 -0.057 -0.033 0.12
H -2.31690 0.85120 -0.66630 0.008 -0.095 0.014 0.14
H -0.86135 2.24396 -2.19165 -0.052 -0.019 0.058 0.13
H 1.59593 2.22794 -1.83854 0.062 -0.102 0.070 0.13
H 1.22583 -0.39947 1.14494 0.105 0.039 -0.018 0.18
H -3.60139 0.74668 1.90552 -0.036 -0.023 0.071 0.11
H -4.57862 2.98178 2.20387 0.029 -0.105 -0.041 0.11
O -5.68902 -1.11810 -2.43600 0.010 0.016 0.053 0.12
C -4.81027 -1.57426 -3.10755 -0.113 -0.018 -0.122 -0.52
O -3.56421 -1.05401 -2.95003 0.152 0.119 0.199 -0.03
C -2.39131 -1.60125 -3.55286 0.188 -0.055 -0.107 -0.25
C -2.17043 -1.11693 -4.97048 -0.162 0.076 -0.002 -0.06
C -5.04335 -2.64380 -4.14397 0.129 -0.174 0.145 0.02
H -2.38213 -2.69044 -3.48932 -0.103 -0.003 -0.003 0.12
H -1.58290 -1.24624 -2.91046 0.035 -0.031 -0.017 0.10
H -2.96711 -1.44894 -5.63508 0.020 -0.050 -0.009 0.07
H -1.22360 -1.49375 -5.35747 0.003 -0.010 0.015 0.09
H -2.15328 -0.02696 -4.99955 0.034 0.000 0.003 0.08
H -5.40584 -2.16579 -5.05362 -0.005 0.004 -0.012 0.10
H -5.81730 -3.30874 -3.77042 -0.088 0.085 -0.029 0.10
H -4.16668 -3.24031 -4.38291 0.019 0.071 -0.053 0.07
O 7.23731 -3.18089 0.81323 -0.013 -0.034 -0.007 0.13
C 6.82294 -2.07831 1.01335 0.044 0.047 -0.118 -0.52
O 5.60877 -1.95071 1.61153 -0.063 -0.075 0.106 -0.01
C 5.06826 -0.69874 2.02007 -0.028 0.080 -0.044 -0.24
C 4.35442 0.00462 0.88075 0.159 -0.083 0.093 -0.09
C 7.56788 -0.84180 0.56745 0.053 0.069 0.258 0.01
H 5.83104 -0.06880 2.47899 0.016 0.008 -0.047 0.12
H 4.35778 -0.95157 2.80741 0.025 -0.030 0.016 0.12
H 5.03924 0.25297 0.07021 0.004 0.047 0.013 0.07
H 3.89123 0.92784 1.22964 -0.011 0.010 0.005 0.07
H 3.58897 -0.64956 0.46299 -0.007 -0.037 0.003 0.06
H 7.35136 -0.67250 -0.48708 0.006 -0.002 -0.014 0.10
H 8.63132 -1.03704 0.67438 -0.003 -0.072 -0.100 0.10
H 7.33044 0.05887 1.12770 -0.055 0.007 -0.060 0.07
```
Forces are in eV/Å.

Output
* 2S+1: 1
* lowest unoccupied orbital energy: -4.88 eV
* net charge: +1
* highest occupied orbital energy: -0.447 hartree

=====

# 2
The following is a DFT calculation (wB97M-V/def2-TZVPD) of one molecule with the formula C9H18N2 at a distorted geometry.

Structure (XYZ):
```
29
Properties=species:S:1:pos:R:3:forces:R:3:lowdin_charge:R:1
C -1.90970 -2.27634 0.15163 -2.581 -0.744 -1.024 0.03
C -0.94142 -1.77716 0.87773 -1.156 -1.049 2.501 -0.31
C -0.83284 -2.16948 2.39620 0.811 0.443 -2.630 -0.01
C 0.00390 -0.92554 0.17669 1.617 3.472 -2.273 -0.32
N 1.30078 -0.89396 0.82035 1.942 0.930 -1.400 -0.10
N 2.05586 -2.09608 0.57701 0.715 1.921 1.046 0.00
C -0.35146 0.64219 0.08733 0.466 -3.386 0.108 -0.22
C -1.15130 1.20100 -0.99238 -1.628 0.690 -1.359 -0.06
C 0.30591 1.65231 -0.79619 -0.482 0.393 0.907 -0.49
C 1.17157 1.46474 -1.98523 1.610 0.702 0.050 -0.06
C 0.62768 2.96143 -0.04597 -3.105 1.777 -1.749 -0.04
H -1.98641 -1.97275 -0.89246 0.201 -0.224 -0.009 0.06
H -2.81042 -2.87864 0.45478 1.319 0.581 0.226 0.09
H -1.48561 -2.97155 2.60172 -1.229 -0.567 0.274 0.06
H 0.12561 -2.60428 2.51211 1.248 -0.365 0.278 0.04
H -0.86874 -1.38989 3.11260 -0.385 0.962 0.451 0.07
H 0.04377 -1.24697 -0.93693 0.176 0.230 1.506 0.16
H 1.86315 0.01095 0.53155 -1.370 -2.783 0.537 0.16
H 1.74042 -2.73316 1.25574 -0.139 -1.149 0.577 0.03
H 2.08951 -2.48795 -0.34140 -0.565 0.125 -0.734 0.06
H -0.50366 1.02285 1.05205 -0.386 0.496 1.270 0.12
H -1.34371 0.50787 -1.89413 0.450 1.284 1.475 0.13
H -2.01200 1.88707 -0.77566 0.935 -0.692 -0.188 0.12
H 2.22410 1.22325 -1.79478 -0.028 -0.008 0.436 0.08
H 1.22265 2.45824 -2.45504 -0.136 -0.405 -0.337 0.08
H 0.85484 0.73421 -2.68317 -0.652 -0.645 -0.686 0.06
H 1.46396 3.00988 0.61022 1.370 -0.230 -0.269 0.06
H -0.17221 3.26886 0.67379 0.078 -0.598 -0.634 0.08
H 0.53491 3.80103 -0.85864 0.907 -1.163 1.650 0.11
```
Forces are in eV/Å.

Output
* 2S+1: 1
* lowest unoccupied orbital energy: 0.91 eV
* structure (SMILES): C=C(C)[C@H](NN)[C@@H]1CC1(C)C
* highest occupied orbital energy: -0.331 hartree

=====

# 3
The following is a DFT calculation (wB97M-V/def2-TZVPD) of one molecule with the formula C24H31ClN2O4S at a distorted geometry.

Structure (XYZ):
```
63
Properties=species:S:1:pos:R:3:forces:R:3:lowdin_charge:R:1
C -7.11293 -0.16214 -0.35431 0.000 0.009 0.021 -0.04
C -5.74875 -0.74381 -0.15133 0.069 -0.087 -0.051 -0.27
C -4.92337 -0.24146 0.85326 0.109 -0.139 -0.003 -0.05
C -3.65776 -0.75869 1.04911 -0.145 0.106 0.131 -0.05
C -3.21301 -1.78482 0.23603 0.471 -0.233 -0.055 -0.29
S -1.55039 -2.38557 0.48861 0.036 0.461 0.074 0.68
O -1.18943 -3.26683 -0.59133 -0.233 0.169 -0.174 -0.29
O -1.40343 -2.88286 1.82602 -0.050 0.158 0.159 -0.28
N -0.72986 -0.92810 0.41021 -0.669 -0.920 0.186 -0.23
C -0.70786 -0.35322 -0.91095 -0.090 0.094 -0.451 -0.16
C 0.42982 -0.85168 -1.80825 -0.062 0.137 -0.043 -0.05
C 1.73881 -0.15820 -1.48847 -0.306 -0.235 -0.302 -0.44
O 2.19927 0.67825 -2.24918 0.010 0.296 -0.338 0.04
N 2.35736 -0.50713 -0.33474 0.385 0.072 0.083 0.01
C 3.61070 0.16595 -0.02610 0.299 0.445 0.054 -0.24
C 3.53408 0.96859 1.28843 0.150 -0.226 -0.117 -0.15
O 2.33904 1.69400 1.44270 -0.191 0.146 -0.010 -0.15
C 2.12945 2.78783 0.56074 0.128 0.181 -0.005 -0.14
C 0.64529 2.95112 0.36099 0.102 -0.082 -0.041 -0.20
C -0.21936 2.78532 1.43711 0.048 0.050 -0.098 -0.03
C -1.58952 2.83025 1.25857 -0.029 -0.003 -0.024 -0.10
C -2.09874 3.06268 -0.00863 0.260 -0.006 -0.062 -0.68
Cl -3.80962 3.06902 -0.25090 -0.272 0.050 -0.045 0.68
C -1.25365 3.27004 -1.08680 -0.115 0.054 0.042 -0.11
C 0.11692 3.20417 -0.89803 0.050 0.048 0.166 -0.04
C 4.86043 -0.73970 -0.11138 -0.193 -0.033 -0.090 -0.36
C 4.96971 -1.84712 0.93577 0.065 0.267 -0.089 -0.07
C 4.94462 -1.35230 -1.50927 0.112 0.240 0.171 -0.06
C 1.72784 -1.37850 0.63731 -0.437 0.045 0.214 -0.09
C 0.44242 -0.78867 1.23721 0.290 -0.272 0.461 -0.15
C -4.01359 -2.30374 -0.76040 0.168 -0.151 -0.050 -0.05
C -5.28278 -1.78106 -0.95013 -0.003 0.066 0.105 -0.03
H -7.72635 -0.32330 0.53113 -0.094 0.011 0.025 0.09
H -7.04288 0.91210 -0.51726 -0.060 0.079 -0.032 0.08
H -7.60970 -0.61464 -1.20806 -0.074 0.004 -0.047 0.08
H -5.28029 0.56497 1.47652 -0.008 0.096 0.077 0.11
H -3.00048 -0.38052 1.81537 0.022 0.150 0.122 0.12
H -1.66666 -0.61232 -1.36691 0.080 0.236 -0.163 0.12
H -0.65436 0.73480 -0.81500 -0.101 -0.099 0.005 0.11
H 0.50689 -1.93585 -1.72031 0.024 0.002 -0.045 0.11
H 0.19305 -0.60075 -2.84357 0.108 -0.016 0.083 0.13
H 3.72448 0.88523 -0.84738 0.004 -0.179 0.256 0.13
H 3.55148 0.30893 2.15885 0.138 0.021 -0.030 0.12
H 4.40850 1.63376 1.33971 -0.020 -0.111 0.030 0.14
H 2.60495 2.61867 -0.40932 -0.023 -0.012 0.026 0.12
H 2.56227 3.69952 1.00496 -0.011 -0.147 -0.075 0.14
H 0.19171 2.59896 2.41696 0.014 -0.060 0.128 0.12
H -2.25809 2.68204 2.09175 -0.094 -0.013 0.071 0.11
H -1.66227 3.45628 -2.06755 -0.072 -0.001 -0.081 0.11
H 0.77643 3.32277 -1.74422 0.091 -0.033 -0.109 0.12
H 5.71635 -0.06759 0.02454 -0.032 0.007 -0.015 0.14
H 5.95442 -2.30467 0.86312 0.061 -0.087 0.032 0.08
H 4.23165 -2.62536 0.76312 -0.093 -0.120 0.020 0.08
H 4.85846 -1.46318 1.94658 -0.023 -0.054 0.176 0.07
H 4.88986 -0.58200 -2.27400 -0.012 0.051 -0.133 0.08
H 5.87874 -1.89567 -1.62852 0.082 -0.098 -0.039 0.08
H 4.12157 -2.04518 -1.66825 -0.093 -0.104 -0.038 0.08
H 2.43370 -1.53512 1.44906 -0.008 -0.063 -0.045 0.11
H 1.49574 -2.35135 0.18967 0.152 -0.011 0.123 0.13
H 0.20573 -1.32133 2.15983 0.194 0.151 0.078 0.12
H 0.59641 0.27172 1.45353 -0.049 -0.194 -0.022 0.11
H -3.62904 -3.10194 -1.37591 -0.001 -0.083 -0.122 0.11
H -5.91395 -2.18053 -1.73030 -0.059 -0.030 -0.076 0.11
```
Forces are in eV/Å.

Output
* 2S+1: 1
* lowest unoccupied orbital energy: 0.70 eV
* structure (SMILES): Cc1ccc(S(=O)(=O)N2CCC(=O)N([C@@H](COCc3ccc(Cl)cc3)C(C)C)CC2)cc1
* highest occupied orbital energy: -0.329 hartree

=====

# 4
The following is a DFT calculation (wB97M-V/def2-TZVPD) of C30H22BrF12N2O5Re as an isolated structure at a distorted geometry.

Structure (XYZ):
```
73
Properties=species:S:1:pos:R:3:forces:R:3:lowdin_charge:R:1
Re -0.35769 0.17519 2.13909 -0.529 0.107 0.045 1.85
C -4.15195 -3.90688 -1.82219 -0.006 -0.064 -0.048 -0.02
C -3.26032 -2.81601 -1.31519 0.038 0.028 0.006 -0.22
C -2.00223 -2.58882 -1.86123 0.027 0.049 0.022 0.02
C -1.19962 -1.56084 -1.39566 -0.051 -0.122 -0.027 0.01
C -1.64606 -0.74305 -0.37045 -0.013 0.157 0.149 -0.21
N -0.77163 0.31299 0.10112 0.216 -0.121 -0.293 0.00
C -0.29906 1.17293 -0.75471 -0.466 0.249 0.145 -0.13
C -0.90301 1.35467 -2.05306 -0.112 -0.073 -0.110 0.03
C -0.51780 2.33048 -2.89345 -0.306 -0.182 0.110 0.06
C 0.51178 3.29542 -2.56753 0.215 0.149 0.022 -0.21
C 0.80295 4.42294 -3.51741 -0.022 0.012 0.088 -0.01
C 1.13420 3.18480 -1.39316 -0.071 0.176 0.126 0.04
C 0.94054 2.01960 -0.48244 2.265 -1.266 -0.279 -0.11
C 1.40738 2.31323 0.97789 -0.370 0.117 -0.210 -0.18
O 1.07793 1.23068 1.79719 -0.187 -0.094 0.435 -0.21
C 0.61798 3.50931 1.59659 0.119 0.113 -0.085 -0.56
F -0.68933 3.21997 1.45639 -0.268 -0.084 -0.081 0.16
F 0.86574 4.65312 0.98331 0.023 -0.009 0.067 0.22
F 0.85246 3.63062 2.89352 -0.012 -0.054 -0.028 0.21
C 2.97568 2.53838 1.13501 0.103 0.052 -0.047 -0.54
F 3.59366 2.78632 -0.01221 -0.123 0.123 -0.010 0.20
F 3.20462 3.56698 1.94446 0.003 -0.047 0.032 0.20
F 3.51117 1.44929 1.67149 0.024 -0.096 -0.023 0.20
C -2.87900 -0.98793 0.24150 -0.055 -0.059 -0.180 -0.08
C -3.67794 -2.00817 -0.26024 0.045 0.133 0.036 0.05
C -3.29658 -0.15549 1.43890 0.007 -0.343 0.217 -0.19
O -2.14957 -0.00272 2.28258 0.086 0.586 -0.101 -0.21
C -3.87826 1.22970 1.02138 -0.120 -0.045 -0.021 -0.56
F -2.88106 2.06809 0.72673 0.190 0.090 -0.052 0.16
F -4.61346 1.77925 1.97242 0.043 0.046 0.037 0.22
F -4.62267 1.07352 -0.06792 -0.060 -0.039 0.032 0.21
C -4.29513 -0.88296 2.39205 -0.076 -0.052 -0.075 -0.58
F -4.36469 -0.25651 3.55777 0.027 -0.017 0.019 0.20
F -5.50933 -0.93921 1.85501 0.046 0.014 -0.001 0.20
F -3.85766 -2.12673 2.62172 0.011 -0.002 0.013 0.18
H -3.64322 -4.51829 -2.56395 -0.013 -0.012 -0.005 0.09
H -5.04517 -3.48594 -2.28495 -0.019 0.002 0.001 0.10
H -4.47710 -4.55432 -1.00790 -0.015 0.000 0.001 0.10
H -1.64335 -3.22004 -2.66307 0.012 -0.016 -0.014 0.13
H -0.22224 -1.39558 -1.82910 0.042 0.032 -0.012 0.13
H -1.77174 0.75404 -2.27980 0.098 -0.027 -0.094 0.13
H -1.05881 2.46702 -3.82176 -0.026 -0.054 -0.009 0.14
H 0.35564 4.25529 -4.49423 0.009 -0.033 -0.009 0.09
H 1.87588 4.55737 -3.64306 0.008 -0.011 -0.011 0.10
H 0.40259 5.35675 -3.12153 -0.044 0.029 -0.022 0.10
H 1.85382 3.93918 -1.11326 0.113 -0.138 0.079 0.14
H -4.65112 -2.19385 0.16985 -0.012 -0.018 0.009 0.14
N 0.54105 -1.03912 5.94182 0.053 -0.085 -0.013 0.28
C 0.44702 -0.94293 4.64673 -0.033 0.160 -0.019 -0.42
O -0.05586 0.12823 4.14068 0.047 -0.118 0.188 -0.11
C 0.90733 -1.99310 3.69291 -0.019 -0.046 0.113 -0.11
C 0.09310 -1.84131 2.40366 0.402 0.107 -0.093 -0.19
H 0.23523 -0.27416 6.53054 0.003 -0.011 -0.009 0.16
H 0.92738 -1.86310 6.37845 -0.003 0.026 0.024 0.16
H 0.84281 -2.99219 4.12749 -0.026 0.009 -0.034 0.14
H 1.96685 -1.80082 3.49331 -0.002 0.023 0.013 0.15
H -0.89361 -2.30709 2.48821 0.026 0.002 -0.008 0.10
H 0.61798 -2.23522 1.53858 -0.079 -0.038 -0.020 0.07
Br 6.06081 -3.18132 -4.49244 0.004 0.000 -0.002 0.83
C 4.90354 -2.26779 -3.33393 -0.086 0.061 0.095 -0.68
C 4.68150 -0.90592 -3.51661 0.071 -0.159 -0.036 -0.09
C 3.82490 -0.23673 -2.66607 -0.069 0.042 0.077 0.00
C 3.19256 -0.92051 -1.62607 0.007 -0.061 -0.030 -0.13
C 3.42983 -2.28529 -1.44955 -0.048 0.116 0.084 0.00
C 4.27944 -2.96142 -2.29984 0.102 0.011 -0.138 -0.10
C 2.26641 -0.25062 -0.68746 0.356 -0.161 -0.302 -0.43
O 2.05757 1.02677 -1.05233 -1.312 1.275 0.095 0.05
O 1.77314 -0.77312 0.28254 -0.170 -0.327 0.184 0.05
H 5.18179 -0.38140 -4.31760 0.004 0.005 -0.014 0.11
H 3.65819 0.82212 -2.80436 -0.012 -0.008 0.001 0.12
H 2.94611 -2.81063 -0.63734 -0.010 0.006 0.005 0.12
H 4.46774 -4.01714 -2.16786 -0.001 -0.010 -0.006 0.11
```
Forces are in eV/Å.

Output
* 2S+1: 1
* lowest unoccupied orbital energy (alpha / beta): -7.95 / -8.12 eV
* net charge: +2
* highest occupied orbital energy (alpha / beta): -0.494 / -0.494 hartree